{
  "formula": "C37H31AlF3N3O5P",
  "method": "the ωB97M-V functional and the def2-TZVPD basis",
  "symbols": ["H", "C", "H", "H", "C", "F", "H", "C", "H", "C", "O", "H", "H", "C", "H", "C", "F", "N", "C", "H", "C", "C", "C", "F", "H", "C", "H", "O", "C", "C", "C", "H", "H", "C", "C", "H", "C", "C", "C", "H", "Al", "C", "C", "P", "C", "C", "N", "O", "C", "C", "C", "C", "C", "O", "C", "H", "O", "C", "H", "N", "H", "C", "H", "H", "H", "C", "H", "H", "C", "H", "H", "H", "C", "H", "H", "C", "H", "C", "H", "H", "C"],
  "positions_angstrom": [[1.03, -1.65, 1.76], [3.29, 1.33, -1.16], [-1.64, -0.34, -3.39], [3.17, 2.69, -4.78], [-1.58, -4.16, 1.78], [-4.36, -5.91, 2.27], [0.17, 2.64, 0.28], [-1.71, 4.49, -1.85], [-2.28, 3.87, -3.82], [3.38, 0.88, 0.22], [4.50, 1.19, 0.89], [5.26, 2.88, -3.44], [2.43, -3.08, -4.03], [-0.73, -0.91, -3.55], [-0.12, -3.09, 0.62], [0.36, -0.73, -2.71], [-2.56, -6.16, 3.42], [-1.81, -1.96, 0.90], [2.96, 0.02, 2.21], [3.30, -1.08, 4.66], [2.13, 1.20, -1.91], [2.11, 1.68, -3.22], [3.71, -1.72, 3.89], [-4.13, -4.88, 4.14], [4.48, 1.49, 2.92], [-3.47, -5.27, 3.05], [-1.51, -1.93, -5.25], [-0.59, 1.57, 3.78], [0.49, -2.57, -4.79], [4.38, 2.42, -3.02], [3.22, 2.30, -3.77], [-0.97, 4.84, 0.14], [-1.18, 1.70, -3.68], [-4.19, 3.17, 1.69], [-3.05, -1.92, 1.37], [-3.61, -1.02, 1.17], [1.58, -2.00, 2.63], [-2.25, 1.86, 2.07], [-2.87, -4.10, 2.30], [5.30, 2.00, -1.13], [-1.12, -0.10, 0.34], [-0.39, 2.91, -0.61], [1.48, -1.55, -2.87], [0.52, 0.49, -1.36], [1.55, -2.46, -3.90], [-0.44, 2.02, -1.68], [-2.44, 1.31, 0.88], [-2.29, -0.09, -1.05], [3.00, -1.47, 2.56], [-3.26, 0.77, -1.21], [-1.13, 2.37, -2.84], [-1.02, 4.14, -0.69], [4.37, 0.67, 2.20], [-0.53, 0.28, 1.96], [-4.36, 2.57, 0.44], [3.57, -2.75, 4.20], [-3.93, 0.91, -2.19], [4.41, 1.93, -1.73], [2.27, 0.53, 2.89], [2.47, 0.24, 0.85], [-4.65, -2.90, 2.41], [-1.76, 3.60, -2.92], [-2.98, 3.29, 3.49], [1.58, -3.09, 2.66], [3.54, -1.99, 1.75], [-3.42, 1.62, 0.06], [-0.97, -5.04, 1.93], [-5.18, 2.83, -0.21], [-0.66, -1.82, -4.59], [1.22, 1.57, -3.83], [5.16, -0.06, 2.35], [-4.91, 3.90, 2.03], [-1.10, -3.07, 1.07], [-2.19, 5.45, -1.92], [0.55, -3.25, -5.63], [-1.03, 1.23, 2.72], [2.31, -1.44, -2.18], [-3.13, 2.83, 2.52], [4.78, -1.54, 3.82], [1.09, -1.62, 3.52], [-3.63, -2.97, 2.07]],
  "mulliken_charge": [-0.6278, -0.0074, 0.2818, 0.4600, -1.2045, -0.2347, 0.5250, -0.9351, 0.4686, 0.0975, -0.4626, 0.4390, 0.4725, 0.0999, 0.9795, 0.5943, -0.2618, 0.8637, -0.0900, 0.3833, 1.2933, -0.4722, -1.5958, -0.2482, 0.2592, 0.7000, 0.4982, -0.6421, -0.6802, -0.6284, -0.9404, 0.5590, 0.4141, -0.4694, -0.1661, 0.4884, -0.5609, 0.5321, 0.4965, 0.5737, -2.0027, -1.0946, -0.8117, 1.5074, -0.6987, 1.1305, 1.3649, -0.2184, 0.3161, 0.4251, -0.3482, -0.6482, -0.6705, -0.1923, -1.0563, 0.4329, -0.6267, -0.7590, 0.4062, 0.2616, 0.4795, -0.7112, 0.6059, 0.5565, 0.2157, 0.7709, 0.5221, 0.6165, -0.9652, 0.3720, 0.3493, 0.4875, -0.2583, 0.4370, 0.4099, 0.2797, 0.3316, -0.9516, 0.4010, 0.2834, -1.2018],
  "total_charge": 1,
  "multiplicity": 1,
  "gap_ev": 8.2911,
  "lumo_ev": -3.22,
  "e_homo_ev": -11.51
}



{
  "formula": "C37H31AuNO4Te",
  "method": "the ωB97M-V functional and the def2-TZVPD basis",
  "symbols": ["H", "C", "C", "Te", "C", "H", "C", "H", "C", "C", "C", "H", "O", "H", "C", "C", "C", "H", "C", "H", "H", "H", "C", "O", "Au", "C", "C", "H", "H", "H", "C", "H", "C", "C", "H", "C", "H", "C", "H", "H", "H", "H", "H", "H", "C", "C", "H", "H", "C", "C", "C", "C", "C", "H", "C", "H", "O", "H", "C", "C", "C", "H", "C", "H", "C", "H", "H", "H", "C", "O", "C", "C", "C", "N", "C"],
  "positions_angstrom": [[1.25, 5.17, -0.50], [1.51, 3.38, -2.07], [-0.82, 0.02, -2.88], [-2.64, 1.12, -3.10], [1.03, 4.64, 0.41], [-4.07, -1.10, 1.35], [2.39, -4.67, 0.03], [-3.24, 5.25, 5.42], [-3.84, 1.01, 1.63], [2.96, 4.70, -4.06], [-0.34, -4.52, -0.23], [4.09, -2.72, 1.33], [-0.30, -2.21, -0.33], [-3.50, -1.03, -1.04], [0.85, 4.08, -3.08], [-1.33, 3.24, 7.37], [1.80, -3.40, -0.14], [3.42, 2.81, -1.28], [0.38, 2.61, 4.06], [4.71, 3.97, -3.04], [-1.66, 4.41, 3.71], [2.50, 6.98, 1.31], [-2.45, 4.56, 5.70], [1.03, 1.63, 4.34], [0.00, -0.36, 0.54], [3.62, 4.00, -3.06], [0.84, 4.66, 2.77], [4.74, -2.90, -0.31], [3.46, -4.73, 0.13], [0.84, 7.40, 0.91], [0.52, 3.31, 2.75], [0.90, 5.17, 3.72], [1.57, 4.74, -4.07], [2.90, 3.35, -2.07], [-1.00, -0.75, -2.13], [1.46, 6.82, 1.60], [3.53, 5.22, -4.82], [-3.84, -0.15, 0.88], [-2.86, 3.19, -0.76], [-0.34, -6.64, -0.09], [-1.42, -4.43, -0.31], [-3.01, 4.51, 7.77], [-1.23, 2.91, 8.39], [4.48, -1.28, 0.35], [1.66, -5.83, 0.04], [-3.51, -0.11, -0.46], [1.24, 0.19, -2.40], [0.31, 2.05, 6.64], [0.73, 2.65, -1.01], [0.68, 3.29, 0.33], [-0.58, 3.18, 5.08], [1.09, 5.36, 1.60], [0.39, -3.29, -0.24], [-0.23, 4.08, -3.10], [0.26, -5.74, -0.10], [-0.66, -0.48, -3.84], [2.34, -1.19, -0.82], [-4.08, 0.98, 2.69], [-3.50, 2.22, 1.04], [0.39, 0.87, -2.53], [2.68, -2.22, -0.26], [2.14, -6.79, 0.16], [-3.16, 2.26, -0.31], [1.33, 7.25, 2.60], [-2.33, 4.14, 7.02], [1.05, 5.28, -4.85], [-3.47, 3.13, 1.62], [0.61, 1.56, -3.35], [-1.58, 4.09, 4.74], [-0.10, 1.39, 1.64], [0.35, 2.58, 1.53], [4.09, -2.29, 0.33], [-0.46, 2.76, 6.40], [0.19, 1.53, -1.25], [-3.17, 1.09, -1.07]],
  "mulliken_charge": [0.4962, -1.0174, -0.7582, 0.1011, -1.0175, 0.3318, -0.5818, 0.3866, -0.3593, -0.3591, -0.7220, 0.4003, -0.4102, 0.3353, 0.2674, -0.5420, 0.6086, 0.4964, -0.3511, 0.3829, 0.4101, 0.3109, -0.7855, -0.6514, 0.7396, -0.8096, 0.0537, 0.3887, 0.2726, 0.3582, 0.1783, 0.3919, -0.8371, 0.2939, -0.2550, -1.6532, 0.3630, -0.5511, 0.2898, 0.3548, 0.3672, 0.3697, 0.3797, 0.3473, -0.8157, -0.2206, 0.0715, 0.4588, 0.1600, 0.2756, 0.2727, -0.2623, 0.3025, 0.4080, -0.3815, 0.6592, -0.4587, 0.3490, -0.4011, -0.3292, 0.7074, 0.3703, -0.0944, 0.3738, -0.3349, 0.4023, 0.3384, 0.4119, -0.0329, -0.9418, 1.3080, -1.6623, -0.4972, 0.7251, -0.1766],
  "total_charge": -1,
  "multiplicity": 1,
  "gap_ev": 6.9367,
  "lumo_ev": 2.31,
  "e_homo_ev": -4.63
}



{
  "formula": "C37H31Cl2NO3PS3Tm",
  "method": "the ωB97M-V functional and the def2-TZVPD basis",
  "symbols": ["Tm", "C", "C", "C", "C", "H", "C", "H", "H", "H", "C", "H", "H", "C", "Cl", "H", "C", "H", "C", "C", "H", "C", "C", "H", "C", "H", "S", "H", "N", "O", "H", "O", "C", "C", "S", "C", "C", "Cl", "H", "C", "C", "H", "C", "P", "H", "H", "C", "H", "H", "H", "H", "C", "C", "C", "C", "C", "C", "S", "C", "H", "C", "H", "C", "C", "H", "C", "H", "H", "H", "H", "C", "H", "C", "C", "H", "O", "C", "H", "C"],
  "positions_angstrom": [[0.39, -0.26, 0.40], [-4.40, -1.59, 3.11], [-3.10, -1.12, 2.92], [5.51, -1.88, 0.62], [0.09, 0.70, -2.95], [8.12, -3.52, 2.02], [-2.23, -1.69, 1.82], [-1.28, -3.97, 2.96], [-3.47, -6.79, 0.61], [7.30, -2.29, 4.02], [-3.47, -3.41, 0.45], [-5.38, 0.42, 5.65], [2.99, -3.16, -1.16], [5.05, -1.19, 1.73], [1.41, -3.18, 0.57], [-2.90, 5.49, 1.96], [5.36, 3.91, 3.04], [-0.67, -1.58, 3.11], [-1.41, 2.69, -2.86], [-1.99, -4.17, 2.17], [5.02, -1.74, -0.33], [-0.89, 2.83, 1.28], [-1.92, 3.72, -0.76], [-1.48, 2.61, -3.93], [-2.40, 4.75, 1.35], [6.91, 3.50, 1.60], [3.03, 0.11, -0.25], [-1.66, 0.35, 3.54], [-0.46, 1.78, -0.85], [-0.82, -1.58, 2.16], [-3.92, -2.61, -0.13], [-1.32, -1.21, -0.32], [-1.55, 3.81, 1.98], [-1.09, 2.77, -0.13], [2.13, -0.76, 2.87], [6.62, -2.72, 0.73], [-2.58, 4.71, 0.00], [1.11, -2.21, -2.18], [-1.41, 3.86, 3.05], [6.80, -2.18, 3.06], [-3.80, -4.72, 0.15], [-0.51, -0.22, -2.95], [-4.74, -0.01, 4.89], [3.60, -0.10, 1.70], [-1.86, -6.29, 2.43], [1.08, 0.49, -2.56], [-0.60, 1.76, -2.16], [-2.70, 4.37, -2.66], [3.71, 4.04, 4.39], [5.78, 4.86, 3.34], [-4.78, -2.40, 2.51], [1.92, -3.36, -1.11], [-2.07, 3.65, -2.16], [-5.21, -1.04, 4.09], [-2.23, -0.79, 0.56], [6.00, 3.15, 2.06], [-2.64, -0.08, 3.72], [0.18, 1.70, 2.10], [-3.45, 0.47, 4.70], [2.74, 1.86, 3.70], [5.46, 1.93, 1.68], [6.97, -3.24, -0.15], [4.28, 1.47, 2.28], [3.65, 2.23, 3.25], [0.21, 1.01, -3.99], [-2.32, -5.48, 1.87], [5.95, 1.34, 0.92], [-4.50, -4.92, -0.65], [1.67, -4.36, -1.45], [-3.08, 1.28, 5.31], [-2.57, -3.12, 1.46], [-3.22, 5.42, -0.50], [7.26, -2.87, 1.94], [4.20, 3.45, 3.63], [-6.22, -1.41, 4.22], [-2.87, 0.22, 0.46], [5.70, -1.35, 2.95], [5.34, -0.82, 3.83], [-3.22, -5.77, 0.85]],
  "mulliken_charge": [-0.5228, -0.3686, -0.3391, -0.2175, -1.3008, 0.3799, 3.4123, 0.4439, 0.4192, 0.4018, 0.1004, 0.3992, 0.2207, 0.2067, 0.0315, 0.3856, -0.3816, 0.3466, -0.9851, -0.1036, 0.3370, 0.6544, 1.1261, 0.4450, -0.7233, 0.3980, -0.4950, 0.1560, 0.0432, -0.1101, 0.4803, -0.3595, -0.6253, -0.3585, -0.5242, -0.6980, -0.9284, -0.0613, 0.4828, -0.6785, -0.9789, 0.1318, -0.4526, 1.6248, 0.4181, 0.1287, 1.3063, 0.4095, 0.4154, 0.3803, 0.4387, -0.3335, -0.8257, -0.9522, -0.0668, -0.6954, 0.0210, -0.1952, -1.0355, 0.3215, -0.4415, 0.4127, 0.1862, -0.1620, 0.5287, -0.9835, 0.3647, 0.4380, 0.4052, 0.4369, -0.7079, 0.3686, -0.3892, -0.7374, 0.4144, -0.6826, -0.5094, 0.3734, -0.4649],
  "multiplicity": 3,
  "gap_ev": [7.5158, 7.5205],
  "lumo_ev": [0.26, 0.25],
  "e_homo_ev": [-7.26, -7.27]
}



Number 1: strongest force on any atom 1.2 eV/A. Number 2: strongest force on any atom 0.4 eV/A. Number 3: strongest force on any atom 1.9 eV/A.